[1]
{"formula": "CH2N4O3", "method": "ωB97M-V with the def2-TZVPD basis set", "fmax_ev_per_a": 9.6, "total_charge": 0, "homo_ev": -9.72, "relative_energy_kcal_mol": 124.1, "homo_lumo_gap_ev": 9.41, "lumo_ev": -0.3, "symbols": ["C", "H", "H", "N", "N", "N", "N", "O", "O", "O"], "coordinates": [[0.232, -0.716, 0.247], [-2.583, -0.973, -0.657], [-0.480, 2.278, -0.267], [-0.784, -1.361, 0.037], [1.441, -1.378, 0.369], [2.209, -0.414, 0.128], [0.311, 0.542, -0.265], [-1.727, -0.274, 0.044], [1.744, 0.747, -0.222], [-0.363, 1.548, 0.587]], "nbo_charge": [0.30, 0.48, 0.49, -0.10, -0.17, 0.16, 0.06, -0.55, -0.16, -0.51]}

[2]
{"formula": "C24H32F12N4O8", "method": "ωB97M-V with the def2-TZVPD basis set", "fmax_ev_per_a": 4.3, "total_charge": 1, "homo_ev": [-13.04, -13.04], "multiplicity": 2, "homo_lumo_gap_ev": [8.27, 2.63], "lumo_ev": [-4.8, -10.4], "symbols": ["C", "C", "N", "H", "H", "H", "C", "C", "N", "H", "H", "H", "C", "C", "N", "H", "H", "H", "C", "C", "N", "H", "H", "H", "C", "C", "O", "C", "O", "C", "F", "F", "F", "H", "H", "H", "H", "H", "C", "C", "O", "C", "O", "C", "F", "F", "F", "H", "H", "H", "H", "H", "C", "C", "O", "C", "O", "C", "F", "F", "F", "H", "H", "H", "H", "H", "C", "C", "O", "C", "O", "C", "F", "F", "F", "H", "H", "H", "H", "H"], "coordinates": [[2.756, 5.352, 1.027], [2.190, 4.056, 1.532], [1.789, 3.014, 1.858], [2.621, 5.413, -0.052], [3.778, 5.594, 1.319], [2.110, 6.157, 1.380], [-0.044, 0.386, 0.231], [1.068, -0.509, -0.254], [1.916, -1.197, -0.692], [-0.362, 1.221, -0.393], [0.162, 0.630, 1.273], [-0.985, -0.161, 0.292], [1.295, -2.360, -4.118], [2.219, -3.154, -4.887], [2.973, -3.777, -5.513], [1.502, -1.338, -4.435], [1.487, -2.563, -3.065], [0.271, -2.481, -4.472], [-4.131, -2.951, 3.521], [-3.242, -2.339, 2.522], [-2.511, -1.865, 1.763], [-5.153, -2.633, 3.314], [-3.940, -2.700, 4.565], [-4.017, -4.029, 3.411], [-4.197, -0.934, -0.940], [-4.904, 0.338, -1.238], [-4.300, 1.055, -2.305], [-3.173, 1.743, -2.114], [-2.603, 1.885, -1.027], [-2.566, 2.373, -3.376], [-2.791, 3.678, -3.291], [-1.278, 2.207, -3.353], [-3.179, 1.934, -4.498], [-4.727, -1.515, -0.186], [-3.199, -0.758, -0.541], [-4.051, -1.586, -1.802], [-5.092, 0.949, -0.356], [-5.887, 0.132, -1.663], [-1.985, 2.319, 2.796], [-3.273, 2.911, 3.288], [-3.722, 2.427, 4.551], [-4.546, 1.318, 4.634], [-4.911, 0.621, 3.686], [-5.110, 1.155, 6.096], [-5.097, -0.122, 6.351], [-4.499, 1.862, 7.031], [-6.371, 1.535, 6.018], [-1.144, 2.806, 3.289], [-1.900, 2.353, 1.710], [-1.846, 1.254, 2.984], [-3.943, 2.784, 2.438], [-3.224, 3.991, 3.427], [2.161, -2.205, 2.855], [3.408, -3.218, 2.994], [4.048, -3.200, 1.675], [3.526, -3.958, 0.577], [2.644, -4.813, 0.709], [4.365, -3.788, -0.748], [3.490, -3.599, -1.752], [5.148, -2.756, -0.728], [5.017, -4.911, -1.049], [1.548, -2.223, 3.757], [1.603, -2.411, 1.942], [2.488, -1.174, 2.715], [3.084, -4.171, 3.413], [4.140, -2.908, 3.741], [5.080, -0.840, -4.724], [4.915, -0.156, -3.346], [3.555, 0.378, -3.085], [3.271, 1.640, -3.467], [4.058, 2.395, -3.952], [1.800, 2.093, -3.188], [1.280, 2.760, -4.234], [1.006, 1.076, -2.867], [1.823, 2.926, -2.122], [5.192, -0.163, -5.571], [4.353, -1.636, -4.882], [5.999, -1.423, -4.669], [5.626, 0.657, -3.198], [5.138, -0.850, -2.535]], "lowdin_spin": [0.00, 0.00, 0.00, 0.00, 0.00, 0.00, 0.00, 0.01, 0.01, 0.00, 0.00, 0.00, 0.00, 0.00, 0.00, 0.00, 0.00, 0.00, 0.00, 0.00, 0.00, 0.00, 0.00, 0.00, 0.00, 0.00, 0.00, 0.00, 0.00, 0.00, 0.00, 0.00, 0.00, 0.00, 0.00, 0.00, 0.00, 0.00, 0.00, 0.00, 0.00, 0.00, 0.00, 0.00, 0.00, 0.00, 0.00, 0.00, 0.00, 0.00, 0.00, 0.00, 0.13, 0.10, 0.52, -0.04, 0.24, 0.00, 0.00, 0.00, 0.00, 0.02, 0.00, 0.00, 0.02, 0.00, 0.00, 0.00, 0.00, 0.00, 0.00, 0.00, 0.00, 0.00, 0.00, 0.00, 0.00, 0.00, 0.00, 0.00]}

[3]
{"formula": "C5H9CsO3", "method": "ωB97M-V with the def2-TZVPD basis set", "fmax_ev_per_a": 4.4, "total_charge": 0, "homo_ev": -5.67, "relative_energy_kcal_mol": 69.7, "homo_lumo_gap_ev": 4.40, "lumo_ev": -1.3, "symbols": ["C", "C", "H", "H", "H", "H", "H", "O", "C", "C", "O", "O", "C", "Cs", "H", "H", "H", "H"], "coordinates": [[-1.294, -1.774, -3.240], [-0.985, -1.491, -1.908], [-1.044, -2.762, -3.647], [-2.128, -1.231, -3.703], [-0.294, -2.200, -1.435], [-1.582, -0.669, -1.489], [-0.124, -0.565, 0.046], [-0.124, 1.432, 0.930], [0.758, 0.398, 0.588], [-0.309, 1.409, 2.332], [1.515, 0.632, -0.417], [1.549, 0.187, 1.740], [1.091, 0.990, 2.819], [1.833, 0.287, -4.612], [-1.084, 0.678, 2.612], [-0.610, 2.409, 2.663], [1.063, 0.427, 3.761], [1.770, 1.845, 2.959]], "nbo_charge": [-0.53, -0.32, 0.19, 0.19, 0.22, 0.23, -0.08, -0.57, 0.70, -0.10, -0.93, -0.56, -0.09, 0.99, 0.15, 0.18, 0.16, 0.16]}

[4]
{"formula": "CH2F2N", "method": "ωB97M-V with the def2-TZVPD basis set", "fmax_ev_per_a": 5.7, "total_charge": 1, "homo_ev": [-18.01, -18.04], "relative_energy_kcal_mol": 123.4, "homo_lumo_gap_ev": [6.37, 6.40], "lumo_ev": [-11.6, -11.6], "symbols": ["C", "N", "F", "F", "H", "H"], "coordinates": [[-0.530, -0.093, -0.536], [-0.170, -0.174, 0.587], [-0.451, 0.029, 1.803], [2.247, 0.491, 0.476], [0.364, -0.186, -1.320], [-1.459, -0.067, -1.011]], "nbo_charge": [-0.01, 0.36, 0.04, -0.08, 0.37, 0.32]}